# 1
Here is a molecular structure, C12H24CdF12O12P2 at a distorted geometry from the Open Molecules 2025 dataset. Energies are from ωB97M-V with the def2-TZVPD basis set.

Each line ends with the Löwdin charge.
Positions of all 63 atoms, in Å:
Cd (0.26076, 0.77345, 0.41745)  1.80
P (2.97365, 4.11649, 0.65984)  0.13
F (3.74139, 4.93301, -0.40850)  -0.11
F (3.75999, 5.03183, 1.75370)  -0.15
F (1.69501, 5.17577, 0.52130)  -0.19
F (2.07971, 3.37409, 1.74183)  -0.18
F (2.19944, 3.10734, -0.38001)  -0.24
F (4.19642, 2.99672, 0.69551)  -0.20
P (-3.12238, 1.57962, 4.01834)  0.12
F (-4.01454, 1.53971, 2.65947)  -0.18
F (-3.02036, 3.20727, 4.02571)  -0.16
F (-4.42976, 1.55219, 4.92523)  -0.14
F (-2.18595, 1.42488, 5.27176)  -0.15
F (-3.12967, -0.03273, 4.17220)  -0.20
F (-1.74817, 1.44569, 3.08484)  -0.25
C (1.69556, -3.46327, -3.16526)  -0.04
O (2.03354, -2.42175, -4.09085)  -0.03
C (2.10145, -1.11967, -3.59898)  -0.50
O (1.72886, -0.78713, -2.45656)  0.03
O (2.74361, -0.41091, -4.55884)  0.00
C (3.20096, 0.88792, -4.11654)  -0.02
H (2.35935, -3.31622, -2.31330)  0.09
H (1.93095, -4.48332, -3.46890)  0.09
H (0.63052, -3.43810, -2.93473)  0.09
H (3.48748, 1.47564, -4.98868)  0.10
H (4.02012, 0.86496, -3.39784)  0.11
H (2.31482, 1.44016, -3.80366)  0.09
C (-4.73637, -2.73902, -0.24513)  -0.03
O (-3.69998, -3.64687, 0.19818)  -0.02
C (-2.43654, -3.19865, 0.46705)  -0.52
O (-1.99666, -2.04470, 0.28958)  0.04
O (-1.63234, -4.21948, 0.77006)  0.00
C (-2.10332, -5.54125, 1.05425)  -0.03
H (-5.08418, -1.93612, 0.40485)  0.10
H (-5.70705, -3.17724, -0.47718)  0.09
H (-4.40872, -2.15626, -1.10602)  0.09
H (-1.49762, -6.14480, 0.37826)  0.10
H (-3.17870, -5.71318, 1.00848)  0.10
H (-1.71311, -5.91051, 2.00267)  0.09
C (4.69829, -1.47603, 1.00859)  -0.01
O (4.56353, -1.37012, 2.41378)  0.04
C (3.44980, -1.14875, 2.99789)  -0.57
O (2.34888, -0.88291, 2.45562)  0.02
O (3.61590, -1.47620, 4.29219)  0.03
C (2.49550, -1.56529, 5.05131)  -0.09
H (4.49975, -0.56244, 0.44819)  0.10
H (4.01611, -2.28326, 0.74192)  0.10
H (5.72646, -1.74793, 0.76981)  0.10
H (1.97847, -2.51322, 4.90226)  0.10
H (1.73514, -0.80166, 4.88751)  0.10
H (2.76125, -1.50731, 6.10682)  0.11
C (-2.09780, 1.78249, -4.44737)  -0.02
O (-3.01211, 2.59422, -3.65421)  -0.01
C (-2.74939, 2.89844, -2.36058)  -0.51
O (-1.78986, 2.46724, -1.63723)  -0.01
O (-3.43948, 3.99579, -2.10233)  0.02
C (-3.20838, 4.80389, -0.96806)  -0.03
H (-1.16707, 2.31933, -4.63078)  0.10
H (-2.68507, 1.52875, -5.32988)  0.10
H (-1.78956, 0.81988, -4.03935)  0.08
H (-3.39212, 4.24453, -0.05075)  0.10
H (-3.71048, 5.77073, -0.93307)  0.10
H (-2.15565, 5.08415, -0.93179)  0.10

Force components x, y, z for each atom (eV/Å):
Cd 0.2 0.8 0.5
P 0.4 1.8 1.4
F 0.3 0.0 -2.3
F -1.1 -1.0 0.3
F 1.0 -0.5 0.0
F 0.1 -1.1 1.9
F -0.5 -0.9 -1.8
F -1.0 0.3 0.4
P -0.5 -1.2 0.7
F 0.5 0.3 0.3
F -0.1 -1.2 -0.4
F -0.6 1.1 0.0
F 1.4 2.0 1.7
F -0.6 -1.6 -2.1
F 0.5 0.3 -1.2
C 0.2 0.4 1.0
O 0.0 1.5 0.0
C 0.4 -1.8 0.8
O 0.8 -0.3 -2.7
O -0.5 -0.4 1.7
C -1.0 1.0 -0.7
H -0.6 0.1 0.5
H 0.1 0.5 -1.1
H 0.1 0.2 0.3
H 0.4 -0.6 -0.2
H -0.3 -0.3 0.1
H 0.2 0.0 0.8
C -0.2 1.7 -0.6
O 0.1 1.0 0.6
C 0.0 1.2 -1.4
O -1.2 -2.5 0.5
O -0.5 1.2 0.6
C 0.9 -1.0 -0.1
H 0.9 -0.2 1.1
H 0.7 -1.2 -0.1
H 0.3 -0.5 -0.3
H -0.7 -0.3 -0.5
H 0.3 0.3 -0.3
H -0.2 0.8 0.5
C -0.5 -0.3 -0.6
O 2.3 0.5 -0.2
C -3.0 -0.8 0.0
O 1.7 0.1 0.7
O 1.5 1.0 -2.3
C -2.8 -0.2 2.1
H -0.4 0.1 0.4
H 0.1 0.1 -0.6
H -0.1 -0.1 0.5
H 0.1 -0.2 -0.1
H 0.3 0.3 -0.3
H 0.3 0.0 -0.2
C -0.3 -0.3 0.4
O 0.5 -0.9 1.1
C 3.7 1.0 0.5
O -2.8 0.3 -1.9
O -1.0 -0.5 -0.8
C 1.7 -0.1 1.7
H -0.3 0.3 -0.3
H 0.3 0.5 -0.1
H -0.4 0.1 0.7
H -0.3 0.1 0.0
H -0.7 -0.6 -0.8
H 0.2 -0.2 -0.1

energy relative to the best compared isomer or geometry (same formula, charge and spin)	242.70	kcal/mol
charge	0

# 2
Here is a single C5H5NO2 molecule at a distorted geometry from the Open Molecules 2025 dataset. Energies are from ωB97M-V with the def2-TZVPD basis set.

Each line ends with the Löwdin charge.
Positions of all 13 atoms, in Å:
O (0.16145, -2.32313, -0.66301)  0.14
C (0.29624, -1.23613, -0.26086)  -0.32
C (0.77304, 0.16946, -1.12881)  0.03
C (-0.33907, 1.00266, -0.39587)  -0.39
O (-0.71104, 1.98717, -0.99198)  0.09
C (-0.76888, 0.58678, 0.97327)  -0.17
N (0.53202, 0.42810, 1.54534)  0.06
C (-0.16103, -0.75351, 1.08474)  -0.17
H (0.80026, 0.04078, -2.24701)  0.13
H (1.77391, 0.42796, -0.94467)  0.07
H (-1.48661, 1.18928, 1.33344)  0.12
H (1.35710, 1.07486, 0.95694)  0.23
H (-0.57388, -1.65743, 1.68901)  0.19

Force components x, y, z for each atom (eV/Å):
O 0.0 -2.2 -0.8
C 1.0 3.8 -1.2
C -2.3 -3.6 1.4
C 0.3 1.8 -3.9
O -0.8 0.3 0.8
C 3.4 -0.9 -3.8
N 2.9 2.4 1.3
C -0.2 -2.1 0.2
H -1.2 0.2 1.2
H 1.3 0.5 0.9
H -2.8 1.2 2.0
H -2.8 -3.4 2.1
H 1.1 2.1 -0.2

energy relative to the best compared isomer or geometry (same formula, charge and spin)	95.93	kcal/mol
charge	0
SMILES	O=C1CC(=O)[C@@H]2N[C@H]12

# 3
Here is a molecular structure, C35H29I2N4O3RuS at a distorted geometry from the Open Molecules 2025 dataset. Energies are from ωB97M-V with the def2-TZVPD basis set.

Each line ends with the Löwdin charge.
Positions of all 75 atoms, in Å:
Ru (0.75566, 0.71199, -0.53670)  1.24
I (2.77158, 1.57893, 5.93737)  0.83
C (2.81957, 1.67753, 3.84101)  -0.73
C (2.49715, 2.87134, 3.21439)  -0.23
C (2.47210, 2.90705, 1.83493)  -0.62
I (2.08941, 4.69809, 0.81466)  0.96
C (2.72823, 1.76689, 1.03493)  -0.50
O (2.64841, 1.80029, -0.27219)  -0.26
C (3.14455, 0.60124, 1.72236)  -0.17
C (3.46113, -0.57665, 0.85096)  -0.14
N (2.22609, -1.00549, 0.19812)  -0.09
C (2.34340, -2.07226, -0.78984)  -0.12
C (0.97034, -2.38855, -1.30733)  -0.27
C (0.53915, -3.68616, -1.53734)  0.00
C (-0.76240, -3.90076, -1.95106)  -0.04
C (-1.59406, -2.80824, -2.14669)  -0.05
C (-1.07361, -1.54649, -1.93096)  -0.14
N (0.17780, -1.34463, -1.52506)  0.03
C (3.16232, 0.55622, 3.10281)  -0.11
H (2.26925, 3.75820, 3.78877)  0.08
H (3.90138, -1.38288, 1.44760)  0.13
H (4.17327, -0.28143, 0.07529)  0.13
H (1.57003, -1.33683, 0.90367)  0.07
H (2.79419, -2.97848, -0.37024)  0.13
H (2.96763, -1.71954, -1.61096)  0.12
H (1.21146, -4.51476, -1.36033)  0.12
H (-1.12493, -4.90725, -2.11389)  0.11
H (-2.62341, -2.93150, -2.45277)  0.11
H (-1.66868, -0.65556, -2.09669)  0.11
H (3.43490, -0.36231, 3.60838)  0.10
O (-0.07719, -2.23425, 1.29809)  -0.31
S (-0.82527, -1.21874, 2.01633)  0.60
O (-0.46500, -1.05844, 3.39901)  -0.29
N (-0.76260, 0.16266, 1.17441)  -0.19
C (-1.53812, 1.20901, 1.64696)  -0.28
C (-2.35750, 1.17260, 2.77096)  -0.02
C (-3.09653, 2.28754, 3.18382)  -0.06
C (-3.05889, 3.46184, 2.48958)  -0.05
C (-2.28056, 3.54184, 1.31939)  -0.15
C (-2.22580, 4.71414, 0.53699)  -0.01
C (-1.47501, 4.73244, -0.60092)  -0.07
C (-0.76981, 3.57673, -0.95888)  -0.19
N (-0.78036, 2.47138, -0.25082)  0.04
C (-1.52120, 2.42087, 0.88926)  -0.15
C (-2.49834, -1.83520, 1.88762)  -0.28
C (-2.85751, -2.85812, 2.75134)  -0.05
C (-4.03240, -3.55659, 2.51971)  -0.07
C (-4.82873, -3.22933, 1.43015)  -0.08
C (-4.47161, -2.18595, 0.58753)  -0.07
C (-3.29637, -1.48453, 0.81183)  -0.07
H (-2.40413, 0.27724, 3.36786)  0.09
H (-3.70494, 2.20439, 4.07543)  0.11
H (-3.61083, 4.33240, 2.81970)  0.11
H (-2.78801, 5.58380, 0.85433)  0.12
H (-1.39881, 5.61480, -1.22035)  0.11
H (-0.18290, 3.56989, -1.86759)  0.08
H (-2.20676, -3.08858, 3.58571)  0.12
H (-4.31643, -4.36424, 3.18127)  0.11
H (-5.73341, -3.79254, 1.23977)  0.10
H (-5.10477, -1.92204, -0.25000)  0.10
H (-2.99425, -0.66756, 0.16909)  0.10
C (0.74576, 1.51874, -2.80646)  -0.08
C (1.56286, 0.54484, -3.46817)  -0.33
C (2.96099, 0.51015, -3.26124)  -0.06
C (3.75160, -0.41041, -3.91897)  -0.10
C (3.18665, -1.32666, -4.80151)  -0.10
C (1.81508, -1.29809, -5.03196)  -0.09
C (1.01732, -0.37621, -4.38718)  -0.07
H (-0.27043, 1.65409, -3.15879)  0.06
H (1.25891, 2.40597, -2.44776)  0.04
H (3.39577, 1.22659, -2.57442)  0.10
H (4.82165, -0.42412, -3.74893)  0.10
H (3.80993, -2.05056, -5.31026)  0.10
H (1.37438, -1.99856, -5.73080)  0.10
H (-0.04830, -0.34122, -4.58435)  0.11

Force components x, y, z for each atom (eV/Å):
Ru 0.2 0.1 0.5
I 0.0 0.0 -0.2
C 0.0 0.0 0.3
C 0.0 0.0 0.0
C 0.0 -0.1 -0.5
I 0.0 -0.1 0.2
C 0.3 0.5 0.8
O -1.3 -0.2 -0.8
C -0.2 0.2 -0.4
C 0.2 0.3 0.0
N -1.2 0.7 -0.6
C 0.1 -0.1 0.0
C 0.1 -0.1 -0.2
C 0.0 0.0 0.0
C 0.0 0.0 0.0
C 0.0 0.0 0.0
C -0.1 -0.1 -0.2
N -0.6 0.8 0.4
C 0.0 -0.1 0.2
H 0.0 0.0 0.0
H -0.1 -0.1 -0.1
H 0.0 0.0 0.0
H 0.0 -0.1 0.1
H 0.0 0.1 0.0
H 0.1 0.0 -0.1
H 0.0 0.0 0.0
H 0.0 0.0 0.0
H 0.0 0.0 0.0
H 0.0 0.0 0.1
H 0.0 0.0 0.0
O 0.3 0.2 -0.1
S 0.0 0.1 -0.4
O -0.2 0.1 0.1
N 0.5 -0.7 -0.3
C -0.3 0.3 0.4
C 0.3 0.0 -0.3
C -0.1 0.1 0.0
C -0.1 0.0 0.1
C 0.2 -0.2 -0.2
C 0.1 0.0 -0.1
C -0.2 0.1 0.1
C 0.1 -0.1 -0.2
N 1.1 -0.8 -0.6
C -0.2 0.0 0.4
C 0.3 0.0 -0.1
C 0.0 0.1 0.1
C 0.0 0.0 0.0
C -0.1 0.0 0.0
C 0.0 0.0 0.0
C 0.0 0.1 0.0
H 0.0 0.0 0.1
H 0.0 0.0 0.0
H 0.0 0.0 0.0
H 0.0 0.0 0.0
H 0.0 0.0 0.0
H 0.0 0.1 0.1
H 0.0 -0.1 0.0
H 0.0 0.0 0.0
H 0.0 0.0 0.0
H 0.0 0.0 0.0
H 0.0 0.0 0.0
C 0.4 -0.5 2.3
C 0.7 -0.5 -1.0
C -0.4 0.2 0.0
C 0.1 -0.2 -0.1
C -0.1 0.0 0.0
C 0.2 -0.2 -0.1
C 0.0 0.4 0.4
H -0.1 -0.1 0.1
H 0.0 0.1 -0.3
H 0.0 0.0 0.0
H 0.0 0.0 0.0
H 0.0 0.0 0.0
H 0.0 0.0 0.0
H 0.0 0.0 0.0

spin multiplicity	2
energy relative to the best compared isomer or geometry (same formula, charge and spin)	62.88	kcal/mol
charge	0

energy relative to the best compared isomer or geometry (same formula, charge and spin) of number 3 (C35H29I2N4O3RuS)? 62.88 kcal/mol

Among the records above, which one has the highest energy relative to the best compared isomer or geometry (same formula, charge and spin)? C12H24CdF12O12P2